(1)
An isolated molecule of C3H4INO. Source: the OMol25 dataset; level of theory: wB97M-V/def2-TZVPD.

Calculated values
HOMO energy (alpha / beta) (Ha): -0.1754 / -0.3464
ΔE to the lowest compared entry with this formula, charge and spin (kcal/mol): 80.3
Charge: 0
Spin multiplicity: 3

Structure (XYZ):
```
10
C3H4INO wB97M-V/def2-TZVPD
C -2.42 -0.11 0.01
C -0.32 -0.81 0.09
C -0.38 0.76 -0.05
N -1.70 -1.19 0.01
O -1.78 1.07 -0.16
I -4.45 -0.02 -0.05
H 0.21 -1.21 -0.73
H -0.17 -1.20 1.14
H 0.07 1.36 0.73
H -0.02 1.28 -0.88
```

(2)
An isolated molecule of C3H4INO2. Source: the OMol25 dataset; level of theory: wB97M-V/def2-TZVPD.

Calculated values
HOMO energy (Ha): -0.3536
ΔE to the lowest compared entry with this formula, charge and spin (kcal/mol): 96.9
Charge: 0

Structure (XYZ):
```
11
C3H4INO2 wB97M-V/def2-TZVPD
O 1.51 2.71 -0.47
N 1.28 1.64 0.06
O 1.83 1.22 1.06
C 0.27 0.85 -0.53
C 0.08 -0.57 -0.06
C -0.92 0.24 0.66
I -2.91 0.35 0.03
H -0.15 1.22 -1.44
H -0.27 -1.29 -0.79
H 0.90 -0.95 0.54
H -0.71 0.61 1.65
```

(3)
A structure of composition C3H4InLiO2. Source: the OMol25 dataset; level of theory: wB97M-V/def2-TZVPD.

Calculated values
HOMO energy (alpha / beta) (Ha): -0.9044 / -0.9044
Charge: +3
Spin multiplicity: 2

Structure (XYZ):
```
11
C3H4InLiO2 wB97M-V/def2-TZVPD
O -0.56 0.40 0.61
Li 0.10 -1.52 0.49
C -0.89 1.01 -0.48
C 0.32 1.42 -1.13
H -1.94 1.16 -0.78
H 0.55 2.49 -0.98
H 0.24 1.27 -2.21
In -1.91 0.75 2.33
C 1.31 -3.46 0.95
O 1.86 -4.39 1.25
H 0.91 0.87 -0.07
```

Please write out number 2 again, unchanged.
An isolated molecule of C3H4INO2. Source: the OMol25 dataset; level of theory: wB97M-V/def2-TZVPD.

Calculated values
HOMO energy (Ha): -0.3536
ΔE to the lowest compared entry with this formula, charge and spin (kcal/mol): 96.9
Charge: 0

Structure (XYZ):
```
11
C3H4INO2 wB97M-V/def2-TZVPD
O 1.51 2.71 -0.47
N 1.28 1.64 0.06
O 1.83 1.22 1.06
C 0.27 0.85 -0.53
C 0.08 -0.57 -0.06
C -0.92 0.24 0.66
I -2.91 0.35 0.03
H -0.15 1.22 -1.44
H -0.27 -1.29 -0.79
H 0.90 -0.95 0.54
H -0.71 0.61 1.65
```